--- a ---
Density functional theory data (ωB97M-V with the def2-TZVPD basis set) for a 2-piece molecular cluster, CH6NPS overall.

```
! RIJCOSX wB97M-V def2-TZVPD def2/J DEFGRID3
* xyz 0 1
S -1.59 -0.73 -0.39
P -1.09 -0.47 -2.35
N -2.81 -1.68 -0.22
C 1.73 0.95 1.18
H 1.63 0.58 2.15
H 2.46 1.78 1.34
H 0.86 1.45 0.77
H -3.22 -2.11 -0.97
H 0.04 0.20 -1.97
H 2.00 0.02 0.47
*
```

Results of the Löwdin charge analysis, in e, for atoms 1 through 4: 0.409, 0.402, -0.466, -0.069

=====

--- b ---
Density functional theory data (ωB97M-V with the def2-TZVPD basis set) for a 2-piece molecular cluster, CH6NPS overall.

```
! RIJCOSX wB97M-V def2-TZVPD def2/J DEFGRID3
* xyz 0 1
S 2.21 -0.68 -0.22
P 0.13 0.22 -0.23
N 0.27 1.71 0.27
C -1.16 -0.61 0.80
H 2.46 0.56 -0.64
H -1.67 0.28 1.10
H -0.73 -1.35 -2.96
H 1.05 2.30 -0.17
H -1.92 -1.36 0.32
H -0.65 -1.06 1.71
*
```

Results of the Löwdin charge analysis, in e, for atoms 1 through 4: 0.290, 0.435, -0.318, -0.313

=====

Most stable = a

=====

--- a ---
Density functional theory data (ωB97M-V with the def2-TZVPD basis set) for a 8-piece molecular cluster, C45H129FN21O10P7 overall.

```
! RIJCOSX wB97M-V def2-TZVPD def2/J DEFGRID3
* xyz 0 1
P 3.97 -3.83 -5.06
P -2.65 -5.01 -2.94
P -6.53 2.21 -1.08
P 6.10 -3.95 1.44
P -3.46 6.29 2.86
P 0.82 0.23 0.55
P -0.48 2.44 6.99
F 1.91 4.55 -4.76
O 1.68 6.17 -0.71
O 0.35 -0.22 1.86
O 1.72 4.67 -2.43
O -3.73 -4.51 -3.79
O -7.90 1.83 -1.47
O 5.78 -2.52 1.37
O -3.80 5.14 3.71
O 0.83 2.12 7.59
O 0.24 6.32 -2.38
O 3.01 -3.31 -4.05
N -1.13 -4.49 -3.50
N 1.52 -1.09 -0.28
N -2.77 -4.41 -1.36
N -5.94 3.57 -1.84
N -4.81 7.04 2.17
N 7.62 -4.28 2.12
N -6.34 2.55 0.57
N 6.14 -4.73 -0.06
N 4.98 -4.91 2.30
N -0.78 4.07 6.74
N -2.64 7.54 3.61
N 5.15 -2.72 -5.56
N -5.34 1.02 -1.31
N -0.38 0.82 -0.49
N -0.53 1.82 5.41
N 1.91 1.53 0.51
N 3.35 -4.41 -6.53
N -2.47 5.82 1.51
N 4.79 -5.16 -4.38
N -1.87 1.82 7.73
N -2.51 -6.68 -2.78
C 8.72 -3.38 1.85
C 1.27 5.80 -1.77
C 1.46 2.88 0.82
C -2.18 2.42 9.06
C 1.08 4.64 -3.68
C 0.29 5.97 -3.75
C 0.23 4.75 5.94
C -1.03 -3.35 -4.41
C -4.28 1.03 -2.31
C 5.73 -3.96 -1.22
C -6.07 6.33 2.10
C 4.18 -5.04 -7.54
C 0.16 -5.07 -3.16
C 4.02 -6.16 -3.67
C -3.32 8.44 4.53
C -1.92 6.88 0.60
C 8.00 -5.60 2.61
C -1.90 4.48 1.39
C -3.46 -3.15 -1.18
C -4.74 8.20 1.32
C 6.09 -2.27 -4.53
C -2.13 4.59 6.58
C 6.14 -6.16 -0.26
C -1.74 -4.73 -0.40
C -5.56 -0.27 -0.70
C -1.76 0.48 -0.18
C 3.69 -5.26 1.68
C 4.89 -4.72 3.74
C -4.77 4.27 -1.40
C -6.63 4.04 -3.04
C 4.86 -1.80 -6.66
C -7.49 2.92 1.39
C 1.93 -4.79 -6.53
C -5.09 2.53 1.31
C -1.17 7.51 3.72
C 2.04 -2.18 0.51
C 0.73 1.72 4.68
C -1.71 1.72 4.57
C 3.36 1.30 0.57
C -0.19 1.31 -1.85
C -2.03 0.37 7.75
C 1.63 -1.19 -1.73
C 6.12 -5.62 -4.81
C -3.42 -7.41 -1.90
C -1.78 -7.47 -3.75
H -7.29 3.81 1.98
H 0.50 3.11 0.36
H 4.05 -5.27 4.15
H -2.45 1.30 -0.37
H 6.69 -4.84 -5.30
H 0.38 3.81 -3.78
H -5.51 8.94 1.57
H 5.60 -1.94 -3.61
H 1.37 -3.04 0.69
H -1.97 -0.44 -0.73
H -4.47 -7.40 -2.21
H 0.75 -1.69 -2.12
H -6.27 3.46 -3.90
H -6.25 5.77 1.17
H 8.59 -6.19 1.91
H 3.25 -6.71 -4.22
H -0.89 -6.97 -4.12
H 3.83 2.25 0.34
H -2.12 5.62 6.20
H -2.19 3.50 9.01
H 4.70 -0.83 -6.18
H -2.64 3.84 1.87
H -1.70 2.51 3.81
H -0.31 0.50 -2.57
H 4.01 -2.10 -7.25
H -1.22 -5.61 -0.78
H -3.98 3.63 -1.02
H -4.28 8.74 4.12
H 4.65 -6.93 -3.22
H -2.95 -2.30 -1.65
H 6.63 -6.07 -3.95
H -1.71 0.76 4.04
H -4.98 5.00 -0.60
H -7.70 3.89 -2.90
H -3.56 -2.81 -0.15
H 9.15 -3.52 0.86
H 3.59 -4.89 0.65
H -2.13 -4.84 0.61
H 0.83 -4.29 -2.79
H 0.19 5.83 6.12
H 4.96 -4.33 -7.84
H -1.86 0.29 0.89
H 1.41 2.99 1.91
H 3.60 -5.30 -8.42
H 4.70 -3.59 -1.15
H -2.68 4.66 7.52
H 5.73 -1.67 -7.31
H -4.32 4.92 -2.16
H 3.48 -5.66 -2.86
H -4.64 1.04 -3.34
H -2.59 1.93 5.18
H 6.14 -6.65 0.72
H 0.01 4.68 4.87
H -4.60 -0.74 -0.48
H -1.50 -8.44 -3.34
H 2.86 -4.92 2.28
H -1.85 4.11 0.37
H 3.73 -6.34 1.50
H 6.01 -6.42 -5.55
H 1.13 0.72 4.87
H -0.94 4.36 1.90
H 2.43 -1.76 1.44
H 2.91 -2.59 0.00
H 0.75 1.83 -1.96
H -0.65 7.74 2.79
H 5.25 -6.50 -0.81
H -1.01 6.44 0.19
H 1.59 -5.15 -7.50
H 8.44 -5.48 3.61
H -7.78 2.07 2.01
H 2.56 -1.65 -2.07
H 1.76 -0.18 -2.12
H -3.10 2.00 9.46
H -6.90 7.05 2.04
H -1.20 -3.61 -5.46
H 5.79 -5.02 4.28
H -3.09 -8.44 -1.89
H 4.71 -5.92 -7.15
H -1.32 2.12 9.67
H 1.83 -5.60 -5.80
H -2.40 -7.70 -4.63
H 1.25 -3.98 -6.26
H -3.42 -6.96 -0.90
H -2.74 9.37 4.57
H -6.49 5.10 -3.23
H -1.73 7.75 1.22
H -0.10 -2.81 -4.23
H 2.13 3.59 0.32
H 6.71 -1.50 -4.99
H -3.68 0.13 -2.17
H 6.79 -3.08 -4.33
H -0.81 8.07 4.58
H -4.23 2.31 0.68
H -1.87 -2.69 -4.15
H -5.17 1.69 2.00
H -1.03 1.98 -2.09
H 1.23 4.41 6.22
H -4.80 3.47 1.79
H -2.35 0.03 6.77
H 3.62 0.57 -0.21
H -2.66 7.10 -0.17
H 7.08 -6.18 2.72
H -0.87 6.50 4.03
H -8.32 3.14 0.71
H -3.38 8.03 5.54
H 0.82 6.77 -4.27
H -6.06 -1.01 -1.35
H -4.46 -3.19 -1.61
H -3.59 1.84 -2.06
H 1.50 2.44 4.97
H -2.76 4.10 5.83
H -1.10 -0.12 8.06
H 0.60 -5.58 -4.03
H 7.02 -6.61 -0.74
H -6.24 5.68 2.96
H -4.86 7.98 0.26
H -0.67 5.89 -4.25
H 6.38 -3.11 -1.45
H 8.36 -2.35 1.89
H -3.85 8.79 1.53
H 5.78 -4.49 -2.17
H -0.96 -3.95 -0.35
H -2.74 0.05 8.51
H 4.67 -3.68 4.02
H -6.26 -0.18 0.13
H 0.50 1.84 3.63
H 3.69 0.92 1.54
H -0.01 -5.85 -2.41
H 9.46 -3.48 2.65
*
```

SMILES: CN(C)P(=O)(N(C)C)N(C)C.CN(C)P(=O)(N(C)C)N(C)C.CN(C)P(=O)(N(C)C)N(C)C.CN(C)P(=O)(N(C)C)N(C)C.CN(C)P(=O)(N(C)C)N(C)C.CN(C)P(=O)(N(C)C)N(C)C.CN(C)P(=O)(N(C)C)N(C)C.O=C1OC[C@@H](F)O1

Results of the Löwdin charge analysis, in e, for atoms 1 through 4: 0.580, 0.540, 0.543, 0.552

=====

--- b ---
Density functional theory data (ωB97M-V with the def2-TZVPD basis set) for a 8-piece molecular cluster, C45H129FN21O10P7 overall.

```
! RIJCOSX wB97M-V def2-TZVPD def2/J DEFGRID3
* xyz 0 1
P -3.97 -3.71 -5.94
P 3.38 -5.22 2.37
P 6.15 4.61 1.48
P -6.24 4.97 0.25
P 1.67 0.85 -6.57
P 1.01 0.69 5.81
P -0.66 0.32 -0.23
F -5.39 -3.63 0.70
O 2.07 2.20 -6.99
O -6.91 -2.06 2.77
O -4.84 -2.94 2.77
O -7.02 6.16 -0.22
O 0.89 -0.22 4.65
O 3.26 -5.80 0.99
O -5.16 -0.89 3.60
O 5.68 4.51 2.94
O -3.86 -2.26 -6.27
O -1.38 0.67 -1.46
N -6.84 4.22 1.65
N 2.57 0.33 -5.21
N -0.02 0.63 -6.21
N -2.80 -4.75 -6.82
N -6.23 3.76 -0.87
N 4.94 -5.50 3.04
N -3.47 -4.02 -4.26
N 5.03 5.52 0.59
N 0.24 -1.16 -0.30
N -1.69 0.37 1.20
N 2.34 1.80 5.88
N 6.21 3.08 0.57
N 7.66 5.29 1.25
N -5.53 -4.44 -6.18
N -0.33 1.78 5.90
N 3.43 -3.48 2.40
N 1.16 -0.11 7.39
N 2.08 -0.35 -7.75
N 2.14 -5.79 3.39
N -4.64 5.31 0.56
N 0.59 1.44 0.17
C -7.12 -3.35 2.25
C -6.10 -4.74 -7.50
C 2.78 1.33 -4.12
C -1.60 -4.09 -7.48
C -5.47 2.49 -0.75
C 1.27 -1.58 7.59
C 2.66 2.79 6.87
C 5.57 1.92 1.24
C 5.28 -5.39 4.45
C -3.73 5.33 -0.62
C -6.61 -4.06 -5.26
C -8.28 4.06 1.68
C -5.65 -3.82 1.99
C 6.82 2.98 -0.72
C -4.31 6.25 1.66
C 6.05 -5.75 2.19
C -2.90 1.11 1.22
C 3.17 1.90 4.65
C 3.46 -0.59 -8.08
C 1.36 0.64 8.66
C 3.91 -2.84 1.15
C 3.38 -2.64 3.62
C 1.95 -7.27 3.52
C 0.36 2.86 -0.11
C 4.82 6.99 0.84
C -1.58 1.29 6.49
C -0.78 1.63 -5.46
C -2.73 -6.20 -6.60
C -5.61 -1.92 3.11
C 0.82 -5.07 3.52
C -3.75 -5.34 -3.52
C 2.67 -1.03 -4.74
C -0.60 2.78 4.91
C 3.70 4.94 0.36
C -0.54 -0.74 -5.94
C -3.07 -2.97 -3.38
C 1.23 -0.76 -8.83
C 8.78 4.74 2.08
C -0.44 -2.43 -0.22
C -1.43 -0.47 2.37
C -7.41 3.64 -1.82
C 1.33 -1.14 -1.24
C -6.10 3.21 2.39
C 1.47 1.30 1.40
C 8.00 6.14 0.09
H 1.33 -7.64 2.70
H -5.47 -4.86 2.23
H 4.22 7.04 1.75
H 6.80 1.95 -1.08
H 6.29 -5.02 4.60
H 0.96 1.65 8.54
H -3.62 4.39 -1.15
H 1.70 3.02 7.33
H 6.91 -6.20 2.67
H -1.82 -3.13 -7.93
H -3.37 5.88 2.06
H 1.94 -1.70 -5.19
H -6.36 3.02 3.44
H -1.57 -0.80 -6.30
H 6.06 1.04 0.83
H -0.66 2.59 -5.97
H -6.84 -4.00 -7.81
H -1.19 -2.30 0.56
H -4.24 6.03 -1.28
H 3.39 2.37 7.56
H 1.23 -2.11 6.64
H -3.02 1.61 2.18
H 3.76 0.22 -8.75
H 3.97 2.64 4.73
H -7.28 -3.27 -5.59
H 3.66 -1.43 -4.93
H -8.09 4.49 -1.84
H -6.66 -5.65 -7.27
H 3.75 -3.48 0.28
H 0.27 2.94 4.27
H -4.84 2.51 0.14
H -0.55 -1.10 2.23
H 7.25 5.85 -0.64
H 0.54 2.92 -1.18
H 5.00 -2.72 1.11
H 1.54 -7.50 4.50
H -5.39 -4.85 -8.32
H -6.15 2.26 1.87
H -2.15 0.64 5.83
H -8.04 2.79 -1.56
H 3.79 -1.55 -8.49
H 1.16 3.51 0.25
H -0.98 -2.69 -1.13
H 4.30 -2.60 4.21
H 4.60 -4.79 5.05
H -2.20 -3.31 -2.82
H -2.77 5.70 -0.24
H 3.71 4.41 -0.59
H -8.68 3.20 1.15
H -4.97 2.25 -1.68
H -1.33 2.36 4.21
H -2.85 -2.04 -3.92
H -6.28 1.79 -0.52
H 2.85 5.63 0.36
H -4.15 -6.04 -4.25
H -0.74 -0.90 -4.88
H 0.07 -5.69 3.03
H 0.97 -4.07 3.10
H 1.88 0.29 1.51
H 0.26 -0.27 -8.90
H 6.55 3.67 -1.53
H -2.23 -6.66 -7.46
H 2.24 -1.91 7.96
H -2.34 -1.00 2.65
H -3.71 0.42 1.01
H 2.50 -1.01 -3.67
H 7.83 3.38 -0.67
H 2.76 2.26 3.70
H 3.43 -1.86 1.14
H -1.30 -4.75 -8.29
H 2.92 -7.77 3.56
H -2.88 1.90 0.47
H -1.28 0.20 3.22
H 9.72 4.66 1.54
H 8.94 5.93 -0.42
H 3.00 -1.66 3.33
H 0.84 0.13 9.47
H 0.61 -5.04 4.59
H -1.83 1.37 -5.36
H -8.72 4.84 1.06
H -6.17 -3.86 -4.28
H -2.72 -5.59 -3.25
H -5.02 6.25 2.49
H -2.25 2.10 6.77
H 0.08 -1.48 -6.45
H 4.51 1.83 1.05
H -8.67 4.14 2.70
H 2.42 0.70 8.91
H 3.49 4.19 1.13
H 0.83 1.55 2.24
H -7.80 -3.36 1.39
H 3.75 1.01 4.43
H 6.31 -4.81 1.72
H 5.82 7.35 1.10
H 2.87 2.36 -4.49
H 2.31 2.00 1.42
H -7.31 -4.88 -5.14
H -0.49 1.78 -4.42
H 1.06 -1.86 -2.02
H -5.05 3.52 2.34
H -3.90 -2.75 -2.71
H 3.05 3.73 6.50
H 1.85 1.35 -3.55
H 7.85 7.17 0.40
H 0.30 -3.14 0.15
H 0.45 -1.87 8.25
H 5.68 2.04 2.32
H -1.36 0.60 7.31
H 4.32 7.56 0.06
H -0.82 -4.02 -6.72
H -3.70 -6.68 -6.49
H 9.03 5.40 2.91
H -4.30 -5.10 -2.61
H 4.02 -0.49 -7.15
H 1.79 -0.66 -9.77
H 2.67 -2.95 4.39
H -0.62 3.30 0.07
H 5.75 -6.45 1.40
H 5.37 -6.37 4.91
H -7.54 -4.05 2.98
H -6.98 3.55 -2.82
H 8.64 3.76 2.53
H 1.38 -0.21 -1.81
H -2.11 -6.28 -5.71
H 0.94 -1.81 -8.79
H -4.20 7.27 1.28
H 2.26 -1.38 -0.72
H -0.94 3.75 5.29
H 3.66 1.07 -3.53
*
```

SMILES: CN(C)P(=O)(N(C)C)N(C)C.CN(C)P(=O)(N(C)C)N(C)C.CN(C)P(=O)(N(C)C)N(C)C.CN(C)P(=O)(N(C)C)N(C)C.CN(C)P(=O)(N(C)C)N(C)C.CN(C)P(=O)(N(C)C)N(C)C.CN(C)P(=O)(N(C)C)N(C)C.O=C1OC[C@@H](F)O1

Results of the Löwdin charge analysis, in e, for atoms 1 through 4: 0.680, 0.615, 0.623, 0.498

=====

Most stable = a

=====

--- a ---
Density functional theory data (ωB97M-V with the def2-TZVPD basis set) for an isolated ion of composition C5H12N2 and charge -1.

```
! RIJCOSX wB97M-V def2-TZVPD def2/J DEFGRID3
* xyz -1 2
N 3.31 -0.97 -0.36
N -2.40 -0.11 -0.07
C 2.47 -0.30 0.65
C -1.19 0.50 0.01
C 1.30 0.41 -0.10
C -0.03 -0.13 0.32
C -3.63 0.57 -0.43
H -4.49 -0.02 -0.07
H 3.03 0.44 1.23
H 4.03 -1.57 0.04
H 2.11 -1.06 1.34
H -3.62 1.57 0.02
H -2.42 -1.12 -0.18
H -3.73 0.67 -1.52
H 3.90 -0.30 -0.82
H -1.15 1.53 -0.35
H -0.09 -1.00 0.96
H 1.27 1.48 0.13
H 1.48 0.26 -1.16
*
```

Results of the Löwdin charge analysis, in e, for atoms 1 through 4: -0.038, -0.113, -0.294, -0.286

=====

--- b ---
Density functional theory data (ωB97M-V with the def2-TZVPD basis set) for a 2-piece molecular cluster, C5H12N2 overall.

```
! RIJCOSX wB97M-V def2-TZVPD def2/J DEFGRID3
* xyz -1 2
N 2.36 -1.45 0.40
N 1.57 0.62 -0.73
C 0.23 0.68 0.00
C -1.01 1.09 -0.58
C -3.41 -0.67 0.32
C 2.60 0.03 0.19
C -2.08 -0.62 0.00
H -1.70 1.70 0.05
H 2.07 -1.88 -0.55
H -3.86 -1.59 0.71
H 1.65 -1.67 1.10
H -4.17 0.18 0.33
H 3.58 0.02 -0.29
H -1.10 1.36 -1.60
H 2.62 0.45 1.16
H 1.80 1.63 -0.93
H -1.53 -0.91 -0.95
H 0.54 1.21 0.91
H -0.18 -0.19 0.46
*
```

Results of the Löwdin charge analysis, in e, for atoms 1 through 4: -0.043, -0.082, -0.390, -0.183

=====

Most stable = a